Entry from OMol25: the molecule C3H6ClN3 in a non-equilibrium geometry (the ωB97M-V functional and the def2-TZVPD basis).

Geometry as ORCA input:
```
! wB97M-V def2-TZVPD RIJCOSX def2/J DEFGRID3
* xyz 0 1
H 2.6970 1.4959 0.5790
Cl -1.0769 1.8192 -0.4534
C -2.0505 -0.8076 0.4691
H 1.1384 2.1457 0.6787
H 1.4623 -1.4911 -1.0725
C 1.1823 0.2018 -0.1692
N -0.2275 0.3231 -0.5685
H -2.3542 0.1322 0.8559
H -0.6952 -1.8890 -0.7494
C -0.9797 -0.8088 -0.2804
N 1.7006 1.4016 0.3930
H -2.6476 -1.6693 0.7081
N 1.8509 -0.8538 -0.3904
*
```

- HOMO-LUMO gap: 9.4 eV
- Highest occupied orbital energy: -8.911 eV
- E: -20198.6792 eV
- Energy above the lowest of the compared OMol25 structures with the same formula, charge and spin: 47.3 kcal/mol
- Strongest force on any atom: 3.98 eV/Å
- M: 119.6 Da
- LUMO energy: 0.48 eV

---

Entry from OMol25: the ion C3H6ClN4 with charge +1 in a non-equilibrium geometry (the ωB97M-V functional and the def2-TZVPD basis).

Geometry as ORCA input:
```
! wB97M-V def2-TZVPD RIJCOSX def2/J DEFGRID3
* xyz 1 1
N 0.2740 0.5840 -1.3599
H 0.8303 -1.3457 -0.7695
H 0.4588 -1.0109 -2.5102
N -0.1417 1.3928 -0.3502
H -0.7566 -0.0744 1.0172
C -1.0397 0.9204 0.6852
C 0.2396 -0.8028 -1.4714
N 0.8573 2.7690 -1.5948
H -1.2133 1.5574 1.6067
H -0.8810 -1.2471 -1.3320
H -1.9699 0.8773 0.1456
C 1.0451 1.5911 -2.1966
N 0.2223 2.6431 -0.5053
Cl 1.8925 1.1697 -3.5741
*
```

- HOMO-LUMO gap: 10.1 eV
- Highest occupied orbital energy: -15.311 eV
- E: -21681.0516 eV
- Energy above the lowest of the compared OMol25 structures with the same formula, charge and spin: 69.1 kcal/mol
- Strongest force on any atom: 6.97 eV/Å
- M: 133.6 Da
- LUMO energy: -5.20 eV

---

Entry from OMol25: a structure of composition C3H6ClN5 in a non-equilibrium geometry (the ωB97M-V functional and the def2-TZVPD basis).

Geometry as ORCA input:
```
! wB97M-V def2-TZVPD RIJCOSX def2/J DEFGRID3
* xyz 0 3
N -1.0466 3.1967 0.9191
H 0.0435 -0.0147 -1.9947
C -0.0754 0.3779 -0.9405
N 0.5888 0.3375 1.9314
C -0.4098 2.6087 0.2065
H -0.0959 -2.4419 0.0229
N -0.5854 -1.8548 -0.5771
Cl 2.2394 2.3129 0.0506
H 0.2599 2.2021 -1.7824
N -0.0931 -0.6040 1.2533
H 0.3707 0.3188 2.9432
N -0.3653 -0.5718 -0.0541
C 0.1345 1.7082 -0.8004
H -1.5231 -2.0733 -0.2732
H 0.8970 1.2640 1.5468
*
```

- HOMO-LUMO gap (spin up / spin down): 7.9 / 7.4 eV
- Highest occupied orbital energy (spin up / spin down): -7.286 / -10.093 eV
- E: -23175.0235 eV
- Strongest force on any atom: 4.66 eV/Å
- M: 147.6 Da
- LUMO energy (spin up / spin down): 0.65 / -2.72 eV

---

Entry from OMol25: a cluster of 2 separate species, C3H6ClNO in total in a non-equilibrium geometry (the ωB97M-V functional and the def2-TZVPD basis).

Geometry as ORCA input:
```
! wB97M-V def2-TZVPD RIJCOSX def2/J DEFGRID3
* xyz 0 1
H -0.2013 3.9915 -1.0184
H 0.6544 -2.4622 0.4890
C 0.4040 -1.2859 0.8427
H 1.4920 0.4802 0.4150
Cl -0.7105 2.8587 -1.0213
C 0.8951 -0.2490 -0.1973
C -1.2872 -0.2385 -0.1474
H 1.4814 -0.8162 -1.1059
O -0.9959 -1.1248 0.8673
N -0.3323 0.2410 -0.7631
H -2.3034 -0.1236 -0.2382
H 0.9039 -1.2711 1.8776
*
```

- HOMO-LUMO gap: 10.3 eV
- Highest occupied orbital energy: -9.445 eV
- E: -19266.5491 eV
- Energy above the lowest of the compared OMol25 structures with the same formula, charge and spin: 51.1 kcal/mol
- Strongest force on any atom: 4.49 eV/Å
- M: 107.5 Da
- LUMO energy: 0.90 eV

---

Entry from OMol25: a structure of composition C3H6ClNO in a non-equilibrium geometry (the ωB97M-V functional and the def2-TZVPD basis).

Geometry as ORCA input:
```
! wB97M-V def2-TZVPD RIJCOSX def2/J DEFGRID3
* xyz 0 1
Cl -0.0796 -1.5127 -1.8581
C -1.8358 0.9789 0.9214
C 0.2902 -0.1693 -0.6907
H 0.7799 0.6160 -1.3671
C -1.5335 0.4370 -0.2272
H 2.7369 -1.5296 0.0006
H -2.2085 0.3795 -1.1001
H -2.7592 1.3661 1.0950
H 2.5516 -0.3209 1.0538
H -1.0926 1.0604 1.5900
O 0.8667 -0.6717 0.4436
N 2.2839 -0.6337 0.1388
*
```

- HOMO-LUMO gap: 10.8 eV
- Highest occupied orbital energy: -9.845 eV
- E: -19263.7423 eV
- Energy above the lowest of the compared OMol25 structures with the same formula, charge and spin: 115.9 kcal/mol
- Strongest force on any atom: 5.17 eV/Å
- M: 107.5 Da
- LUMO energy: 0.98 eV

---

Entry from OMol25: a cluster of 2 separate species, C3H6ClNO2 in total in a non-equilibrium geometry (the ωB97M-V functional and the def2-TZVPD basis).

Geometry as ORCA input:
```
! wB97M-V def2-TZVPD RIJCOSX def2/J DEFGRID3
* xyz 0 1
O -0.9408 -0.8511 0.2547
O 1.2695 -2.2049 -0.9701
H 1.5674 -0.8374 -2.2840
C 1.9277 -1.7331 -1.8617
Cl 0.1739 2.6167 -1.0116
C -1.3605 1.2947 1.2783
H -2.2451 1.8180 1.0915
H -1.4280 0.5409 2.0144
H -0.6470 2.1062 1.7024
C -0.7244 0.4944 0.2792
N -0.0198 0.8839 -0.7357
H -0.2387 -1.4033 -0.3721
H 2.7843 -2.3407 -2.3506
*
```

- HOMO-LUMO gap: 9.8 eV
- Highest occupied orbital energy: -9.407 eV
- E: -21313.3308 eV
- Energy above the lowest of the compared OMol25 structures with the same formula, charge and spin: 64.3 kcal/mol
- Strongest force on any atom: 4.93 eV/Å
- M: 123.5 Da
- LUMO energy: 0.35 eV